1.
{
  "formula": "C3H6N3",
  "method": "ωB97M-V with the def2-TZVPD basis set",
  "species": ["C", "N", "C", "C", "N", "N", "H", "H", "H", "H", "H", "H"],
  "xyz": [[1.141, 0.127, 0.434], [-0.071, -0.425, -0.306], [-1.008, 0.653, 0.111], [-0.038, 1.117, 1.207], [-0.280, 1.570, 2.554], [0.137, 2.415, 1.788], [1.828, 0.614, -0.116], [1.564, -0.565, 1.047], [-0.102, -0.562, -1.314], [-0.342, -1.410, -0.186], [-1.854, 0.398, 0.674], [-0.974, 1.369, -0.663]],
  "multiplicity": 1,
  "charge": 1,
  "e_above_lowest_kj_mol": 401.6,
  "e_tot_ev": -7667.214,
  "mol_weight_g_mol": 84.10,
  "homo_energy_ha": -0.5498
}

***

2.
{
  "formula": "C3H6N3",
  "method": "ωB97M-V with the def2-TZVPD basis set",
  "species": ["C", "C", "C", "N", "N", "N", "H", "H", "H", "H", "H", "H"],
  "xyz": [[-1.527, -0.220, 0.175], [1.105, 0.428, 0.319], [0.680, -0.905, -0.202], [-1.185, 1.003, -0.058], [-0.580, -1.209, -0.051], [0.038, 1.283, -0.182], [-2.549, -0.484, 0.367], [1.117, 0.459, 1.420], [2.075, 0.737, -0.061], [1.343, -1.554, -0.753], [-0.927, -2.123, -0.339], [0.410, 2.585, -0.638]],
  "multiplicity": 3,
  "charge": 1,
  "s2": 2.010,
  "e_above_lowest_kj_mol": 92.4,
  "e_tot_ev": -7666.194,
  "mol_weight_g_mol": 84.10,
  "homo_energy_ha": [-0.4273, -0.5864]
}

***

3.
{
  "formula": "C3H6N3O",
  "method": "ωB97M-V with the def2-TZVPD basis set",
  "species": ["C", "C", "C", "N", "N", "N", "O", "H", "H", "H", "H", "H", "H"],
  "xyz": [[0.223, 0.737, -1.491], [0.345, -0.502, 0.960], [-0.697, 0.160, 0.101], [-0.538, -0.534, -3.263], [0.081, -0.080, -2.368], [-0.044, 0.859, 1.115], [1.041, 1.683, -1.238], [0.041, -1.390, 1.501], [1.298, -0.597, 0.338], [-1.705, -0.042, 0.106], [-0.480, -1.557, -3.532], [-0.465, 1.354, 1.909], [1.039, 1.687, -0.180]],
  "multiplicity": 1,
  "charge": 1,
  "e_above_lowest_kj_mol": 507.3,
  "e_tot_ev": -9713.472,
  "mol_weight_g_mol": 100.10,
  "homo_energy_ha": -0.5509
}

***

4.
{
  "formula": "C3H6N3O",
  "method": "ωB97M-V with the def2-TZVPD basis set",
  "species": ["C", "C", "C", "N", "N", "N", "O", "H", "H", "H", "H", "H", "H"],
  "xyz": [[0.726, 1.087, 0.516], [-0.255, 1.399, -0.448], [-0.907, -0.531, -1.632], [0.866, -0.147, 0.980], [-1.865, -1.387, -1.698], [1.689, -0.445, 1.974], [-1.026, 0.636, -1.103], [1.365, 1.791, 1.039], [-0.311, 2.406, -0.569], [-1.856, -2.282, -2.126], [-2.834, -1.241, -1.324], [1.971, -1.421, 2.035], [2.438, 0.135, 2.356]],
  "multiplicity": 1,
  "charge": 1,
  "e_above_lowest_kj_mol": 402.0,
  "e_tot_ev": -9714.564,
  "mol_weight_g_mol": 100.10,
  "homo_energy_ha": [-0.4719, -0.4721]
}

***

5.
{
  "formula": "C3H6N3O2",
  "method": "ωB97M-V with the def2-TZVPD basis set",
  "species": ["C", "C", "C", "N", "N", "N", "O", "O", "H", "H", "H", "H", "H", "H"],
  "xyz": [[-3.085, 0.814, 0.359], [-2.020, 0.150, 0.097], [2.116, 0.036, 0.288], [2.622, 0.568, -0.755], [-0.906, -0.374, -0.190], [2.203, -0.482, 1.344], [0.206, 0.238, -0.409], [-0.883, -1.758, -0.304], [-3.714, 1.225, -0.421], [-3.425, 0.968, 1.373], [3.628, 0.596, -0.876], [2.006, 1.043, -1.402], [-0.489, -2.016, -1.158], [1.742, -1.009, 2.053]],
  "multiplicity": 1,
  "charge": 1,
  "e_above_lowest_kj_mol": 536.0,
  "e_tot_ev": -11760.684,
  "mol_weight_g_mol": 116.10,
  "homo_energy_ha": -0.5054
}

***

6.
{
  "formula": "C3H6N3P",
  "method": "ωB97M-V with the def2-TZVPD basis set",
  "species": ["C", "C", "C", "N", "N", "N", "P", "H", "H", "H", "H", "H", "H"],
  "xyz": [[1.295, -0.778, 0.331], [2.605, -0.419, -0.095], [0.511, 0.267, -0.076], [2.594, 0.755, -0.731], [1.332, 1.107, -0.790], [-2.059, 0.154, -1.342], [-1.291, 0.619, 0.159], [1.088, -1.567, 1.057], [3.526, -0.961, -0.203], [0.996, 2.022, -0.996], [-1.798, 0.774, -2.030], [-1.608, -0.709, -1.631], [-1.701, -0.774, 1.084]],
  "multiplicity": 3,
  "s2": 2.023,
  "e_above_lowest_kj_mol": 190.0,
  "e_tot_ev": -16961.126,
  "mol_weight_g_mol": 115.08,
  "homo_energy_ha": [-0.1657, -0.3408]
}

***

7.
{
  "formula": "C3H6N4",
  "method": "ωB97M-V with the def2-TZVPD basis set",
  "species": ["C", "C", "N", "C", "N", "N", "N", "H", "H", "H", "H", "H", "H"],
  "xyz": [[-1.006, -1.670, 1.007], [-0.172, -1.125, -0.052], [0.847, -1.379, -0.723], [0.091, -0.299, -1.451], [0.322, 1.031, -1.199], [0.319, 1.330, 0.032], [0.851, 2.563, 0.224], [-0.884, -1.085, 1.921], [-2.054, -1.609, 0.702], [-0.749, -2.716, 1.200], [-0.206, -0.589, -2.450], [1.605, 2.800, -0.412], [1.037, 2.749, 1.201]],
  "multiplicity": 1,
  "e_above_lowest_kj_mol": 412.1,
  "e_tot_ev": -9164.585,
  "mol_weight_g_mol": 98.11,
  "homo_energy_ha": -0.2983
}

***

8.
{
  "formula": "C3H6N4",
  "method": "ωB97M-V with the def2-TZVPD basis set",
  "species": ["C", "C", "C", "N", "N", "N", "N", "H", "H", "H", "H", "H", "H"],
  "xyz": [[2.871, -0.112, -0.962], [-3.852, -0.699, 0.265], [0.298, 1.071, 0.575], [-0.808, 0.760, 0.630], [3.493, 0.035, 0.159], [-2.977, 0.252, 0.294], [-1.687, -0.048, 0.521], [3.341, -0.407, -1.865], [1.821, 0.016, -1.000], [-4.820, -0.483, 0.055], [-3.518, -1.752, 0.589], [1.314, 1.468, 0.625], [4.526, -0.101, 0.115]],
  "multiplicity": 1,
  "e_above_lowest_kj_mol": 624.6,
  "e_tot_ev": -9162.382,
  "mol_weight_g_mol": 98.11,
  "homo_energy_ha": -0.2930
}

***

9.
{
  "formula": "C3H6N4",
  "method": "ωB97M-V with the def2-TZVPD basis set",
  "species": ["N", "N", "C", "C", "N", "C", "N", "H", "H", "H", "H", "H", "H"],
  "xyz": [[-2.267, -0.880, 1.053], [-1.714, -0.535, -0.175], [-0.420, -0.251, -0.237], [0.301, 0.577, -1.268], [1.514, 0.826, -0.545], [1.527, -0.109, 0.684], [0.351, -0.412, 1.012], [-3.071, -0.170, 1.244], [-1.296, -0.659, 1.561], [0.710, 0.012, -2.193], [-0.216, 1.450, -1.428], [2.296, 0.379, -1.085], [2.284, -0.226, 1.376]],
  "multiplicity": 1,
  "e_above_lowest_kj_mol": 367.7,
  "e_tot_ev": -9165.045,
  "mol_weight_g_mol": 98.11,
  "homo_energy_ha": -0.3075
}

***

10.
{
  "formula": "C3H6N4",
  "method": "ωB97M-V with the def2-TZVPD basis set",
  "species": ["H", "N", "C", "N", "N", "C", "C", "N", "H", "H", "H", "H", "H"],
  "xyz": [[0.881, -0.343, 1.918], [0.645, 0.648, 1.831], [0.095, 0.886, 0.693], [-0.778, -0.085, -0.111], [-1.978, -0.644, 0.271], [0.006, -0.569, -1.103], [1.205, 0.062, -0.948], [2.419, 0.003, -1.105], [-0.243, 1.899, 0.450], [-2.557, -0.025, 0.829], [-2.171, -1.548, -0.150], [-0.428, -1.032, -1.983], [2.902, 0.748, -0.591]],
  "multiplicity": 1,
  "e_above_lowest_kj_mol": 566.2,
  "e_tot_ev": -9162.988,
  "mol_weight_g_mol": 98.11,
  "homo_energy_ha": [-0.2524, -0.2540]
}

***

11.
{
  "formula": "C3H6N4",
  "method": "ωB97M-V with the def2-TZVPD basis set",
  "species": ["C", "C", "N", "C", "N", "N", "N", "H", "H", "H", "H", "H", "H"],
  "xyz": [[-1.145, -1.160, -0.771], [-0.304, -0.220, -0.176], [-0.188, 1.162, -0.196], [0.877, 1.793, 0.336], [1.723, 1.101, 1.130], [1.590, -0.097, 1.355], [0.584, -0.782, 0.701], [-1.664, -1.931, -0.090], [-0.358, -1.868, -1.157], [-1.918, -0.829, -1.410], [-0.881, 1.756, -0.681], [1.013, 2.806, 0.161], [0.671, -1.730, 0.797]],
  "multiplicity": 1,
  "charge": 2,
  "e_above_lowest_kj_mol": 370.1,
  "e_tot_ev": -9145.628,
  "mol_weight_g_mol": 98.11,
  "homo_energy_ha": -0.7828
}

***

12.
{
  "formula": "C3H6N4O",
  "method": "ωB97M-V with the def2-TZVPD basis set",
  "species": ["C", "C", "C", "H", "H", "H", "H", "H", "H", "N", "N", "N", "N", "O"],
  "xyz": [[1.279, -0.267, -0.440], [0.597, 0.208, 0.800], [-1.799, 0.987, -0.123], [2.876, -1.300, -0.723], [0.878, 0.431, -1.230], [1.080, -1.235, -0.507], [0.786, 1.297, 0.875], [0.763, -0.282, 1.629], [-1.525, 1.921, -0.278], [-0.784, 0.119, 0.404], [-2.907, 0.198, -0.427], [-2.487, -0.942, -0.088], [-1.323, -1.107, 0.338], [2.565, -0.027, -0.231]],
  "multiplicity": 1,
  "e_above_lowest_kj_mol": 657.1,
  "e_tot_ev": -11209.966,
  "mol_weight_g_mol": 114.11,
  "homo_energy_ha": -0.3610
}

***

13.
{
  "formula": "C3H6N4O",
  "method": "ωB97M-V with the def2-TZVPD basis set",
  "species": ["H", "N", "C", "N", "N", "C", "O", "N", "C", "H", "H", "H", "H", "H"],
  "xyz": [[2.177, 0.662, -0.396], [2.305, -0.365, -0.325], [1.096, -0.603, 0.089], [0.576, -1.802, 0.309], [-0.804, -1.775, 0.009], [-1.069, -0.560, -0.099], [-2.368, -0.114, -0.205], [0.021, 0.216, -0.034], [0.111, 1.614, 0.179], [0.908, -2.527, -0.263], [-2.885, -0.860, 0.014], [-0.987, 2.053, 0.334], [0.364, 2.183, -0.702], [0.556, 1.878, 1.089]],
  "multiplicity": 1,
  "e_above_lowest_kj_mol": 229.7,
  "e_tot_ev": -11214.396,
  "mol_weight_g_mol": 114.11,
  "homo_energy_ha": -0.3082
}

***

14.
{
  "formula": "C3H6N4O",
  "method": "ωB97M-V with the def2-TZVPD basis set",
  "species": ["C", "C", "C", "H", "H", "H", "H", "H", "H", "N", "N", "N", "N", "O"],
  "xyz": [[-0.912, -0.766, -0.065], [-0.883, -0.142, -1.217], [0.776, 0.982, -0.189], [-1.649, -1.240, 1.753], [-2.880, -1.502, -0.189], [-1.550, 0.066, -2.035], [0.144, 1.378, -2.345], [0.322, -0.339, 2.547], [0.664, -1.506, 1.654], [-1.752, -1.662, 0.550], [-0.072, 0.989, -1.297], [0.252, -0.120, 0.508], [0.907, -0.482, 1.622], [1.965, 1.454, -0.280]],
  "multiplicity": 1,
  "e_above_lowest_kj_mol": 608.8,
  "e_tot_ev": -11210.467,
  "mol_weight_g_mol": 114.11,
  "homo_energy_ha": -0.2823
}

***

15.
{
  "formula": "C3H6N4O",
  "method": "ωB97M-V with the def2-TZVPD basis set",
  "species": ["H", "N", "C", "N", "C", "O", "C", "N", "N", "H", "H", "H", "H", "H"],
  "xyz": [[0.734, 1.700, 1.395], [-0.186, 2.121, 0.734], [-0.925, 1.262, 0.116], [-0.332, 0.158, -0.539], [-1.440, -0.634, -0.936], [-1.591, -1.914, -0.969], [0.941, -0.665, -0.080], [1.384, -0.100, 1.096], [1.631, -1.327, -0.871], [1.135, -1.710, -1.653], [-2.027, 1.547, 0.026], [-2.411, 0.116, -1.336], [2.335, -0.453, 1.202], [0.751, -0.099, 1.816]],
  "multiplicity": 1,
  "e_above_lowest_kj_mol": 398.4,
  "e_tot_ev": -11212.648,
  "mol_weight_g_mol": 114.11,
  "homo_energy_ha": -0.3384
}

***

16.
{
  "formula": "C3H6N4O",
  "method": "ωB97M-V with the def2-TZVPD basis set",
  "species": ["C", "C", "C", "N", "N", "N", "N", "O", "H", "H", "H", "H", "H", "H"],
  "xyz": [[2.558, 0.462, -0.047], [1.677, -0.651, -0.412], [-1.563, 1.522, 0.037], [1.943, 1.634, 0.108], [0.763, 1.950, -0.060], [-0.141, 1.124, 0.215], [2.215, -1.827, -0.071], [3.768, 0.209, 0.239], [0.780, -0.563, -0.990], [-2.250, 0.767, 0.229], [-1.875, 2.193, 0.946], [-1.724, 1.976, -0.958], [1.843, -2.740, -0.209], [3.191, -1.509, 0.167]],
  "multiplicity": 1,
  "e_above_lowest_kj_mol": 484.8,
  "e_tot_ev": -11211.752,
  "mol_weight_g_mol": 114.11,
  "homo_energy_ha": [-0.3033, -0.3036]
}

***

17.
{
  "formula": "C3H6N4O",
  "method": "ωB97M-V with the def2-TZVPD basis set",
  "species": ["C", "C", "C", "H", "H", "H", "H", "H", "H", "N", "N", "N", "N", "O"],
  "xyz": [[-2.256, -0.418, 0.340], [2.530, -0.280, 0.385], [1.309, 0.746, 0.219], [-2.353, 0.075, 1.519], [-2.776, 0.230, -0.756], [-2.710, -1.760, 0.496], [-0.885, 0.421, -1.105], [3.458, 0.010, 0.364], [0.119, 2.534, -0.576], [-0.926, -0.232, -0.472], [0.284, -0.300, 0.232], [2.267, -1.451, -0.197], [1.128, 2.000, -0.166], [0.811, -1.575, -0.284]],
  "multiplicity": 1,
  "e_above_lowest_kj_mol": 1059.1,
  "e_tot_ev": -11205.800,
  "mol_weight_g_mol": 114.11,
  "homo_energy_ha": -0.3425
}

***

18.
{
  "formula": "C3H6N4O",
  "method": "ωB97M-V with the def2-TZVPD basis set",
  "species": ["H", "N", "C", "N", "N", "C", "N", "C", "O", "H", "H", "H", "H", "H"],
  "xyz": [[2.687, -1.644, -0.887], [2.703, -0.785, -0.368], [1.616, -0.266, 0.041], [1.639, 1.013, 0.592], [0.311, -0.821, -0.053], [-0.659, 0.008, -0.044], [-0.836, 1.218, -0.618], [-1.934, -0.421, 0.538], [-2.956, -0.443, -0.099], [1.159, 1.237, 1.423], [2.531, 1.350, 0.785], [0.014, 1.548, -1.096], [-1.664, 1.441, -1.143], [-1.940, -0.688, 1.627]],
  "multiplicity": 1,
  "e_above_lowest_kj_mol": 175.7,
  "e_tot_ev": -11214.956,
  "mol_weight_g_mol": 114.11,
  "homo_energy_ha": -0.3375
}

***

19.
{
  "formula": "C3H6N4O",
  "method": "ωB97M-V with the def2-TZVPD basis set",
  "species": ["C", "C", "C", "N", "N", "N", "N", "O", "H", "H", "H", "H", "H", "H"],
  "xyz": [[0.468, -0.564, 1.263], [-0.561, -0.207, 2.122], [0.071, 0.141, -3.174], [-0.188, -0.885, 0.011], [-0.025, -0.465, -1.065], [0.263, 0.415, -1.801], [-0.325, 0.447, 3.298], [1.659, -0.697, 1.308], [-1.467, -0.065, 1.526], [1.066, 0.216, -3.610], [-0.204, -0.851, -3.210], [-0.754, 0.708, -3.577], [-0.642, 1.472, 3.350], [0.639, 0.334, 3.558]],
  "multiplicity": 3,
  "s2": 2.010,
  "e_above_lowest_kj_mol": 26.9,
  "e_tot_ev": -11210.333,
  "mol_weight_g_mol": 114.11,
  "homo_energy_ha": [-0.2633, -0.3337]
}

***

20.
{
  "formula": "C3H6N4O",
  "method": "ωB97M-V with the def2-TZVPD basis set",
  "species": ["C", "C", "C", "N", "N", "N", "N", "O", "H", "H", "H", "H", "H", "H"],
  "xyz": [[0.585, -0.040, -0.665], [-0.203, 0.098, -1.831], [0.294, -0.075, 1.738], [2.672, -0.451, 0.155], [-1.540, 0.452, -1.334], [-1.599, 0.293, 0.075], [-0.193, 0.100, 0.414], [0.016, -0.045, -3.008], [1.183, -0.688, 1.778], [0.420, 0.901, 2.230], [-0.516, -0.661, 2.271], [3.274, -0.728, -0.657], [-2.304, -0.192, -1.722], [-2.087, 1.036, 0.555]],
  "multiplicity": 3,
  "s2": 2.009,
  "e_above_lowest_kj_mol": 225.1,
  "e_tot_ev": -11208.279,
  "mol_weight_g_mol": 114.11,
  "homo_energy_ha": [-0.2761, -0.3296]
}